ORCA calculation (ωB97M-V/def2-TZVPD) on a cluster of 7 separate species, H14O7 in total at a distorted geometry.

```
! RIJCOSX wB97M-V def2-TZVPD def2/J DEFGRID3
* xyz 0 1
O -1.3442 -0.2039 0.3810
H -1.6262 -0.9399 -0.1560
H -1.2382 0.5361 -0.1830
O -0.8412 -0.8979 3.1020
H -0.0782 -0.5549 2.5640
H -1.5672 -0.6349 2.5430
O 1.0678 0.2441 1.6230
H 0.3468 0.0681 1.0210
H 1.7698 -0.3759 1.3570
O 1.9328 0.4131 -1.7100
H 1.9488 -0.4329 -2.1530
H 1.0138 0.7491 -1.8340
O 1.2148 2.4601 0.3120
H 1.1128 1.6571 -0.1970
H 0.7278 2.3281 1.1240
O -1.0462 -2.8109 -0.7100
H -1.3352 -3.5169 -0.1640
H -0.1392 -2.6689 -0.8290
O -0.4872 1.3921 -1.6790
H -0.8302 0.8671 -2.4700
H -0.6012 2.3221 -1.9410
*
```

Properties
total energy = -535.04586 Ha
energy relative to the best compared isomer or geometry (same formula, charge and spin) = 2.1220 eV
Kohn-Sham gap = 9.71 eV
SMILES = O.O.O.O.O.O.O
E_HOMO = -0.3706 hartree
LUMO energy = -0.014 hartree

These are the Löwdin partial charges, in e, on atoms 1 to 2: number 1, O, carries -0.03; number 2, H, carries 0.03

=====

ORCA calculation (ωB97M-V/def2-TZVPD) on a cluster of 7 separate species, H14O7 in total.

```
! RIJCOSX wB97M-V def2-TZVPD def2/J DEFGRID3
* xyz 0 1
O -30.0822 31.8726 5.4180
H -30.4426 31.1859 4.8399
H -29.3130 32.2093 4.9415
O -32.7695 28.9278 4.3998
H -32.4311 28.0541 4.6115
H -32.0220 29.3849 3.9890
O -29.7854 35.6624 5.0441
H -29.2446 36.4487 5.1620
H -29.5368 35.0802 5.7672
O -32.5673 33.0731 5.0009
H -32.5829 33.3619 4.0851
H -31.6370 32.8541 5.1795
O -26.7509 32.7127 4.2158
H -26.7545 33.5661 4.6592
H -26.0997 32.1929 4.6966
O -30.3809 29.7931 3.1723
H -29.5240 29.3559 3.1474
H -30.4987 30.1595 2.2895
O -28.5122 32.5967 8.5792
H -28.6820 33.4944 8.2834
H -29.1327 32.0557 8.0780
*
```

Properties
total energy = -535.05950 Ha
energy relative to the best compared isomer or geometry (same formula, charge and spin) = 1.7507 eV
Kohn-Sham gap = 10.51 eV
SMILES = O.O.O.O.O.O.O
E_HOMO = -0.3885 hartree
LUMO energy = -0.002 hartree

These are the Löwdin partial charges, in e, on atoms 1 to 2: number 1, O, carries -0.05; number 2, H, carries 0.02

=====

ORCA calculation (ωB97M-V/def2-TZVPD) on a structure of composition C40H54BrF4N9SSiSr at a distorted geometry.

```
! RIJCOSX wB97M-V def2-TZVPD def2/J DEFGRID3
* xyz 0 1
Sr -1.3700 0.3939 0.4705
C -4.9390 0.6878 -0.9210
N -3.8632 1.1400 -0.0602
C -3.5297 2.5463 -0.1966
C -4.0488 0.6893 1.3379
C -3.4792 1.5123 2.5084
N -2.0330 1.5631 2.5272
C -1.3126 2.4577 3.2034
C 0.0558 2.5700 2.8798
F 0.5360 1.7674 1.8716
C 0.9118 3.4571 3.4723
F 2.1904 3.4981 3.0617
C 0.4775 4.3168 4.4658
C -0.8543 4.2255 4.8172
F -1.3424 5.0446 5.7680
C -1.7207 3.3291 4.2274
F -3.0209 3.3225 4.6226
H -4.6995 0.9120 -1.9614
H -5.8957 1.1653 -0.6690
H -5.0667 -0.3904 -0.8132
H -4.3341 3.2478 0.0618
H -3.2474 2.7310 -1.2364
H -2.6689 2.7514 0.4365
H -3.7854 -0.3835 1.4009
H -5.1246 0.6368 1.5567
H -3.8855 0.9911 3.3877
H -3.9558 2.5006 2.5298
H 1.1479 5.0052 4.9556
C -3.9335 6.1201 1.0376
C -3.6813 6.3134 -0.3098
C -2.5283 5.7723 -0.8580
C -1.6781 5.0489 -0.0302
N -1.9141 4.8584 1.2654
C -3.0190 5.3871 1.7827
C -0.3905 4.4930 -0.5484
C 0.5573 5.4038 -1.0029
C 1.8002 4.9520 -1.4042
C 2.0493 3.5926 -1.3432
C 1.0361 2.7579 -0.9057
N -0.1726 3.1716 -0.5165
H -4.8169 6.5278 1.5095
H -4.3691 6.8777 -0.9264
H -2.2916 5.9010 -1.9064
H -3.1796 5.2133 2.8408
H 0.3161 6.4581 -1.0006
H 2.5606 5.6452 -1.7386
H 3.0097 3.1799 -1.6146
H 1.2231 1.6920 -0.8592
N 0.3392 -1.1286 1.6338
C 0.7085 -1.2261 2.7333
C 1.1632 -1.3596 4.0332
C 1.5672 -0.2108 4.7569
N 1.8966 0.7323 5.3331
C 1.2057 -2.6561 4.5947
N 1.2436 -3.7167 5.0512
S -4.9125 -2.2885 3.0036
C -3.6173 -3.1458 2.3696
N -2.4571 -3.2884 3.0281
C -1.3853 -4.1947 2.6324
C -1.3538 -4.3019 1.1213
C -2.7365 -4.6710 0.6182
N -3.6958 -3.7021 1.1309
H -2.4272 -2.8597 3.9392
H -1.5445 -5.1817 3.0788
H -0.4461 -3.8142 3.0261
H -0.6270 -5.0512 0.8113
H -1.0510 -3.3422 0.6951
H -2.9955 -5.6847 0.9435
H -2.7777 -4.6516 -0.4715
H -4.6300 -3.6952 0.7564
C 1.6432 -2.8576 -4.9848
C 2.6143 -1.8884 -4.2927
C 4.0500 -2.2953 -4.6673
C 2.3384 -0.5021 -4.8993
Si 2.3964 -1.9581 -2.3866
Br 0.4011 -0.7471 -2.1045
C 3.7196 -0.9902 -1.3990
C 3.2580 -0.5975 0.0128
C 4.9997 -1.8356 -1.2636
C 4.0844 0.3125 -2.1234
C 2.0276 -3.7119 -1.7177
C 2.1445 -3.7544 -0.1871
C 3.0477 -4.7101 -2.2954
C 0.6142 -4.1979 -2.0701
H 1.7624 -2.7559 -6.0677
H 0.6020 -2.6307 -4.7461
H 1.8364 -3.9004 -4.7355
H 4.1286 -2.3537 -5.7573
H 4.3327 -3.2704 -4.2680
H 4.7861 -1.5652 -4.3287
H 2.4761 -0.5712 -5.9830
H 3.0097 0.2717 -4.5372
H 1.3147 -0.1748 -4.7202
H 3.0379 -1.4472 0.6512
H 2.3684 0.0305 0.0029
H 4.0580 -0.0246 0.4918
H 4.8476 -2.7131 -0.6361
H 5.7719 -1.2270 -0.7836
H 5.3952 -2.1675 -2.2251
H 3.2018 0.9196 -2.3350
H 4.6120 0.1389 -3.0610
H 4.7490 0.8955 -1.4781
H 3.1630 -3.5837 0.1581
H 1.8583 -4.7542 0.1553
H 1.4922 -3.0312 0.3024
H 4.0793 -4.4130 -2.1013
H 2.9327 -4.8558 -3.3699
H 2.8964 -5.6825 -1.8166
H -0.1487 -3.5818 -1.5923
H 0.4983 -5.2207 -1.6965
H 0.4120 -4.2145 -3.1393
*
```

Properties
total energy = -5741.40168 Ha
energy relative to the best compared isomer or geometry (same formula, charge and spin) = 2.3351 eV
Kohn-Sham gap = 6.31 eV
E_HOMO = -0.2440 hartree
LUMO energy = -0.012 hartree

These are the Löwdin partial charges, in e, on atoms 1 to 2: number 1, Sr, carries 1.33; number 2, C, carries -0.09

=====

Copy entry 2 word for word.
ORCA calculation (ωB97M-V/def2-TZVPD) on a cluster of 7 separate species, H14O7 in total.

```
! RIJCOSX wB97M-V def2-TZVPD def2/J DEFGRID3
* xyz 0 1
O -30.0822 31.8726 5.4180
H -30.4426 31.1859 4.8399
H -29.3130 32.2093 4.9415
O -32.7695 28.9278 4.3998
H -32.4311 28.0541 4.6115
H -32.0220 29.3849 3.9890
O -29.7854 35.6624 5.0441
H -29.2446 36.4487 5.1620
H -29.5368 35.0802 5.7672
O -32.5673 33.0731 5.0009
H -32.5829 33.3619 4.0851
H -31.6370 32.8541 5.1795
O -26.7509 32.7127 4.2158
H -26.7545 33.5661 4.6592
H -26.0997 32.1929 4.6966
O -30.3809 29.7931 3.1723
H -29.5240 29.3559 3.1474
H -30.4987 30.1595 2.2895
O -28.5122 32.5967 8.5792
H -28.6820 33.4944 8.2834
H -29.1327 32.0557 8.0780
*
```

Properties
total energy = -535.05950 Ha
energy relative to the best compared isomer or geometry (same formula, charge and spin) = 1.7507 eV
Kohn-Sham gap = 10.51 eV
SMILES = O.O.O.O.O.O.O
E_HOMO = -0.3885 hartree
LUMO energy = -0.002 hartree

These are the Löwdin partial charges, in e, on atoms 1 to 2: number 1, O, carries -0.05; number 2, H, carries 0.02

=====

Look up the Kohn-Sham gap of the first one. 9.71 eV

=====

The highest energy relative to the best compared isomer or geometry (same formula, charge and spin) belongs to which entry? C40H54BrF4N9SSiSr